Entry 1:
# C4H11NO3S

A cluster of 2 separate species, C4H11NO3S in total (ωB97M-V/def2-TZVPD, OMol25).

Computed properties:
2S+1	1
frontier orbital gap	9.48	eV

Each line ends with the natural charge from an NBO analysis.
Atoms and positions in Å:
C 0.3032 0.0550 -1.8491  -0.69
C -1.4276 1.3174 -0.3853  -0.65
C 1.2721 0.4263 1.9422  -0.47
C -0.3866 0.2531 -0.5810  -0.12
N 1.2019 0.8581 0.5148  -0.61
O -1.5130 -2.1176 -0.5621  -0.90
O 0.7821 -1.9083 0.1801  -0.96
O -1.0917 -1.0639 1.6253  -0.91
S -0.4610 -1.1762 0.3345  2.34
H 0.8219 -0.9252 -1.8649  0.26
H -0.3221 0.0973 -2.8094  0.24
H 1.1210 0.8534 -1.9370  0.24
H -2.4366 0.8877 -0.7048  0.24
H -1.2105 2.1313 -1.0108  0.23
H -1.5317 1.8234 0.5350  0.25
H 2.0602 1.0718 2.5068  0.21
H 0.3769 0.5342 2.4984  0.22
H 1.6072 -0.6055 1.9245  0.20
H 2.0190 0.5015 0.0524  0.35
H -1.1848 -3.0139 -0.4095  0.50

Force components x, y, z for each atom (eV/Å):
1.444 0.310 -2.958
-1.500 -1.648 -1.201
2.478 0.849 -0.585
2.667 2.299 2.996
-3.126 0.899 0.182
0.541 1.198 0.430
-0.612 0.407 0.470
0.550 0.623 -0.963
-1.032 -4.084 0.506
-0.298 0.678 -0.011
0.498 0.121 1.584
-1.241 -0.917 -0.073
1.167 0.589 0.454
0.396 0.895 -1.438
0.123 -0.413 1.615
-1.104 -0.918 -1.234
-0.924 0.168 0.132
0.006 -0.162 0.785
-0.008 -0.762 -0.552
-0.024 -0.131 -0.138

=====

Entry 2:
# C4H11NO4

An isolated molecule of C4H11NO4 (ωB97M-V/def2-TZVPD, OMol25).

Computed properties:
2S+1	1
SMILES	C[C@H]([C@@H](N)O)C(O)(O)O
frontier orbital gap	9.78	eV

Each line ends with the natural charge from an NBO analysis.
Atoms and positions in Å:
C -1.3122 0.3226 0.2645  0.73
C 0.5501 -1.2704 -0.0570  0.25
C 0.4069 0.0330 0.6101  -0.24
C 1.1915 1.2378 0.1181  -0.63
N 0.5856 -1.3939 -1.4398  -0.83
O -2.1150 -0.7640 0.6022  -0.73
O -1.7355 1.4419 1.0056  -0.76
O -1.5142 0.6425 -1.0813  -0.75
O 2.1275 -1.3601 0.5900  -0.83
H -3.0276 -0.4745 0.4317  0.48
H -1.2937 1.4071 1.8660  0.49
H -1.8018 1.5682 -1.0777  0.49
H 2.6402 -1.6321 -0.1879  0.46
H 0.0351 -2.0931 0.4325  0.22
H 0.4332 -0.0616 1.6943  0.22
H -0.3087 -1.6747 -1.8313  0.40
H 0.9458 -0.5836 -1.9290  0.37
H 2.1851 1.2349 0.5705  0.24
H 1.3244 1.2514 -0.9665  0.20
H 0.6835 2.1685 0.3849  0.22

Force components x, y, z for each atom (eV/Å):
1.939 0.484 1.006
4.433 -0.296 2.064
-5.404 1.322 -1.041
0.113 -0.167 -0.007
-0.045 -0.140 -0.434
0.519 -0.149 -0.103
0.176 0.259 0.057
-0.050 0.393 0.273
-1.670 -1.075 -1.826
0.265 -0.150 0.050
-0.232 0.042 -0.206
0.115 -0.164 -0.173
-0.027 -0.132 0.326
-0.109 0.204 -0.202
0.141 -0.204 -0.059
0.282 -0.033 0.093
-0.235 0.022 0.143
-0.146 -0.012 -0.055
-0.086 -0.076 0.060
0.021 -0.127 0.036

=====

Entry 3:
# C4H11NO5P

The ion C4H11NO5P with charge -1 (ωB97M-V/def2-TZVPD, OMol25).

Computed properties:
charge	-1
2S+1	1
SMILES	C[C@H](N)[C@@H](O)[C@@H](O)[P@@](=O)([O-])O
frontier orbital gap	9.21	eV

Each line ends with the natural charge from an NBO analysis.
Atoms and positions in Å:
C 2.7938 -0.6703 -0.4702  -0.62
C 1.6212 0.2219 -0.0369  -0.06
C 0.2038 -0.2844 -0.4362  0.06
C -0.9790 0.6705 -0.1915  -0.28
N 1.8551 0.6952 1.3754  -0.87
O -3.4687 0.8549 1.0458  -0.99
O -3.2789 0.0667 -1.4458  -1.16
O -2.6355 -1.5144 0.5695  -1.18
O 0.0847 -1.6088 0.1376  -0.80
O -1.0519 1.6489 -1.2643  -0.75
P -2.7339 -0.1420 -0.0789  2.30
H 2.4389 -1.6500 -0.6904  0.23
H 3.4779 -0.6409 0.4272  0.20
H 3.2720 -0.3213 -1.4288  0.21
H 1.4816 1.1964 -0.5564  0.18
H 0.3336 -0.4859 -1.4845  0.16
H -0.8438 1.1736 0.8320  0.16
H -1.7010 1.2738 -1.8818  0.50
H 2.3166 -0.1373 1.8893  0.36
H 0.8974 1.0819 1.7030  0.37
H -0.9390 -1.8314 0.1532  0.52
H -3.1450 0.4028 1.8330  0.48

Force components x, y, z for each atom (eV/Å):
0.257 1.541 0.006
-1.317 2.505 0.035
1.066 -2.342 1.174
-0.548 0.112 0.708
-0.861 -1.352 -0.063
0.599 -0.803 -0.873
-0.322 0.096 0.094
0.091 1.011 -0.448
-2.750 0.108 0.203
0.516 -0.442 1.046
1.061 -0.095 0.150
-0.211 -0.937 0.259
-0.138 -0.370 -1.444
-0.142 -0.050 1.199
1.259 -0.323 -0.344
-0.369 0.492 -0.989
-0.126 -0.217 -1.501
-0.245 -0.031 0.190
-2.026 1.906 -0.369
2.360 -1.442 0.120
2.178 0.466 0.310
-0.333 0.167 0.537

=====

Entry 4:
# C4H11NO5PSn

A structure of composition C4H11NO5PSn (ωB97M-V/def2-TZVPD, OMol25).

Computed properties:
charge	-1
2S+1	1
frontier orbital gap	4.86	eV

Each line ends with the natural charge from an NBO analysis.
Atoms and positions in Å:
Sn 0.5893 -4.0722 -0.7380  1.06
P 2.8983 -2.5211 0.9847  2.48
O 1.6777 -1.5792 0.7880  -1.25
O 2.3108 -3.7646 1.5800  -1.12
O 4.1497 -2.0863 1.8143  -1.10
O 3.3300 -2.9664 -0.4337  -1.09
C -2.3587 0.4261 -1.0977  -0.61
C -0.9817 0.2205 -0.5031  -0.09
C -0.7753 1.0475 0.7405  -0.08
O -0.8695 2.5036 0.5960  -0.57
C 0.1754 3.1866 -0.2137  -0.26
N -0.7986 -1.1896 -0.2739  -0.88
H -2.3613 0.0938 -2.1359  0.20
H -2.6798 1.4676 -1.1105  0.21
H -3.1054 -0.1763 -0.5804  0.19
H -0.2547 0.4232 -1.2896  0.19
H 0.2281 0.8561 1.1208  0.21
H -1.5241 0.7763 1.4847  0.18
H 0.0261 4.2494 -0.4041  0.18
H 0.3786 2.7249 -1.1799  0.17
H 1.1234 3.1423 0.3224  0.18
H 0.1665 -1.3291 -0.0110  0.44
H -1.3447 -1.4332 0.5401  0.34

Force components x, y, z for each atom (eV/Å):
3.880 2.585 2.759
2.156 2.253 0.458
-0.313 0.527 -0.294
-2.743 -4.095 1.035
-2.447 -0.182 -1.534
-0.617 -0.792 -2.479
-0.365 0.261 -0.608
-0.665 0.217 -1.389
1.443 1.402 -0.043
0.285 0.758 -1.431
0.092 -1.540 1.000
-0.486 -0.701 0.087
-0.020 -0.144 -0.054
0.054 0.083 0.204
-0.062 0.054 0.221
0.232 0.636 0.182
0.016 -0.422 0.258
-0.029 0.151 0.083
-0.994 -0.136 0.402
-0.410 -0.289 -0.061
0.108 -0.192 0.228
1.001 -0.126 0.668
-0.117 -0.308 0.308

=====

Entry 5:
# C4H11NORb

A structure of composition C4H11NORb (ωB97M-V/def2-TZVPD, OMol25).

Computed properties:
charge	+1
2S+1	1
frontier orbital gap	9.75	eV

Each line ends with the natural charge from an NBO analysis.
Atoms and positions in Å:
Rb 3.3841 -0.8519 0.5249  0.99
C -0.7081 1.0932 -1.7934  -0.62
C 0.2808 0.5850 -0.7890  -0.08
C -0.3474 0.2686 0.5815  -0.07
O 0.5806 -0.4012 1.4171  -0.59
C -0.2424 -0.9608 2.4945  -0.26
N 0.9514 -0.5227 -1.4726  -0.87
H -0.3463 1.3194 -2.7964  0.23
H -1.2386 1.9508 -1.3796  0.22
H -1.4765 0.3324 -1.9303  0.21
H 1.0365 1.3500 -0.6107  0.17
H -1.2057 -0.3556 0.3328  0.17
H -0.6384 1.1952 1.0763  0.20
H 0.3935 -1.5000 3.1967  0.20
H -0.8627 -1.7236 2.0240  0.18
H -0.8587 -0.2287 3.0163  0.20
H 0.2281 -1.2266 -1.4364  0.36
H 1.0695 -0.3234 -2.4557  0.38

Force components x, y, z for each atom (eV/Å):
-0.368 0.014 -0.109
-1.778 0.733 0.704
1.133 1.222 -0.754
0.888 -0.012 -1.759
-1.047 -0.321 1.042
0.894 -0.836 -0.577
0.377 -1.260 1.544
0.445 0.159 0.315
-0.075 0.306 -0.312
-0.139 -0.182 -0.053
0.176 0.276 0.011
-0.342 -0.204 0.541
-0.361 0.057 -0.209
0.178 0.356 0.016
-0.341 0.084 0.150
0.181 0.196 -0.173
0.180 -0.853 -0.325
0.000 0.267 -0.051

=====

Entry 6:
# C4H11NOS

An isolated molecule of C4H11NOS (ωB97M-V/def2-TZVPD, OMol25).

Computed properties:
2S+1	1
SMILES	CC=[S@@](N)(=O)CC
frontier orbital gap	8.46	eV

Each line ends with the natural charge from an NBO analysis.
Atoms and positions in Å:
C -1.2720 0.0540 -1.2911  -0.68
C -2.2045 -1.1096 -1.5327  -0.66
C 2.2916 0.3921 1.2426  -0.64
C 1.5653 0.6883 -0.0064  -0.53
N -0.5346 0.8114 1.3116  -1.13
O -0.1439 -1.5438 0.7289  -0.93
S -0.0514 -0.2336 0.0973  1.81
H -0.4465 -0.0541 -1.9879  0.15
H -2.9550 -0.8232 -2.2627  0.23
H -1.7269 -1.9863 -1.9053  0.20
H -2.7339 -1.4076 -0.5852  0.21
H 1.5912 0.6763 2.0251  0.25
H 2.4050 -0.6338 1.1897  0.22
H 3.2053 0.9542 1.1658  0.23
H 2.0397 0.2682 -0.8596  0.22
H 1.2607 1.6885 -0.1948  0.24
H -1.2547 0.6253 2.0125  0.41
H -1.0352 1.6337 0.8523  0.41

Force components x, y, z for each atom (eV/Å):
2.927 0.153 1.100
-0.711 -0.155 1.917
-0.926 1.692 -0.168
-1.492 -1.438 -1.261
-1.957 3.282 0.193
1.411 -0.175 0.078
-4.358 0.359 -0.119
0.084 0.635 -1.326
-0.119 0.277 -0.006
0.424 -0.817 -0.290
0.283 0.286 -0.913
0.769 0.063 0.549
0.916 -2.160 0.685
0.532 0.008 0.657
0.580 -0.152 -0.937
-0.194 0.878 -0.083
0.486 -1.494 -0.276
1.344 -1.240 0.199

=====

Relative energy (zero: lowest compared OMol25 entry of this formula, charge and spin) (computed, kJ/mol): 303.61; 183.48; 0.00; 179.53; 43.75; 501.70
Highest occupied orbital energy (computed, eV): -9.185; -9.221; -5.544; -3.834; -13.251; -7.694
Lowest unoccupied orbital energy (computed, Eh): 0.011; 0.020; 0.135; 0.038; -0.129; 0.028